Molecular formula: C36H76N5O11V2
Method: DFT, wB97M-V/def2-TZVPD

Its HOMO-LUMO gap is 0.092 Eh.

```
! RIJCOSX wB97M-V def2-TZVPD def2/J DEFGRID3
* xyz 1 1
O 2.6293 3.0100 0.0439
V 3.7477 1.9076 -0.2274
O 5.1631 2.6616 -0.2137
O 2.8300 -1.0878 -4.6391
V 2.6673 -2.5392 -3.9127
O 1.4697 -3.2145 -4.7529
N 1.5867 -1.0089 -0.8800
O 1.5720 -1.9149 -0.0682
O 2.0036 0.0894 -0.4487
O 1.4108 -1.2558 -2.0721
C -1.8509 0.6001 -3.9344
C -2.8981 -0.3846 -3.3746
C -3.0744 -1.4150 -4.5102
C -3.9413 -2.6318 -4.1093
C -3.1197 -3.3656 -3.0676
C -2.7050 -2.5590 -1.9054
N -2.2813 -1.1397 -2.2190
O -1.8812 -0.3528 -1.1469
C -3.8524 -2.5542 -0.7987
C -1.4525 -3.2567 -1.3851
C -4.1726 0.3732 -3.1434
H -0.9765 -0.0504 -3.9498
H -1.5119 1.2828 -3.1552
H -1.9991 1.0835 -4.9001
H -3.4550 -0.9118 -5.3991
H -2.1207 -1.7530 -4.9156
H -4.2432 -3.3145 -4.9035
H -4.9027 -2.3500 -3.6800
H -2.2962 -3.9250 -3.5114
H -3.7991 -4.1565 -2.7496
H -3.5297 -2.4066 0.2319
H -4.7125 -1.9632 -1.1137
H -4.3202 -3.5318 -0.6830
H -0.7174 -3.3150 -2.1878
H -0.9120 -2.7082 -0.6136
H -1.5576 -4.2820 -1.0302
H -4.5422 0.8988 -4.0239
H -4.0403 1.1541 -2.3946
H -4.9784 -0.2440 -2.7462
H -0.9734 -0.1310 -1.3664
C 4.4737 1.7333 -5.3264
C 4.2566 2.8548 -4.2468
C 4.1022 4.2703 -4.9025
C 2.7508 4.3444 -5.5892
C 1.6749 4.1671 -4.6356
C 1.6661 2.8471 -3.8283
N 3.0649 2.7176 -3.3263
O 3.2028 1.5514 -2.6048
C 0.7057 2.9016 -2.5870
C 1.1702 1.6573 -4.7390
C 5.5577 2.9477 -3.4535
H 4.6306 0.7639 -4.8535
H 5.3258 1.8812 -5.9898
H 3.6629 1.6984 -6.0540
H 4.3242 5.1287 -4.2685
H 4.8564 4.4686 -5.6640
H 2.6384 3.6311 -6.4057
H 2.5864 5.3583 -5.9540
H 0.7425 4.2366 -5.1959
H 1.7047 5.0294 -3.9695
H 1.0519 3.6223 -1.8462
H -0.2581 3.2196 -2.9846
H 0.5351 1.9544 -2.0755
H 0.1328 1.8506 -5.0121
H 1.7119 1.4847 -5.6690
H 1.2273 0.7281 -4.1721
H 5.5326 3.8508 -2.8437
H 6.4421 2.9173 -4.0899
H 5.6418 2.1603 -2.7045
H 3.1505 1.0013 -3.3898
C -0.6295 -1.8166 5.4002
C 0.3957 -2.9583 4.9652
C 0.1407 -4.0740 5.8283
C -1.1431 -4.9550 5.5778
C -1.2115 -5.3160 4.1057
C -0.9409 -4.2135 3.0684
N 0.2667 -3.4194 3.5232
O 0.5099 -2.4582 2.5635
C -0.5519 -4.8956 1.7171
C -2.1870 -3.4165 2.8708
C 1.8584 -2.4882 5.1829
H -0.2328 -1.0805 6.0994
H -1.5253 -2.1825 5.9020
H -0.8373 -1.2113 4.5179
H 0.9973 -4.7407 5.7288
H 0.1437 -3.7467 6.8680
H -2.0852 -4.5231 5.9153
H -1.0242 -5.9116 6.0866
H -2.2252 -5.6150 3.8391
H -0.6618 -6.2411 3.9319
H -0.3924 -4.1408 0.9470
H 0.3430 -5.5068 1.8344
H -1.2858 -5.6808 1.5356
H -2.9366 -3.7914 2.1740
H -2.7553 -3.1419 3.7594
H -1.8939 -2.4866 2.3833
H 2.6468 -3.2255 5.0316
H 1.9228 -2.3206 6.2580
H 2.0954 -1.5305 4.7196
H -0.1948 -1.8176 2.6847
C 1.5480 3.3649 4.0126
C 0.4113 2.5914 4.4722
C -0.7850 3.6146 4.9554
C -1.6014 4.1468 3.7687
C -2.2174 2.8745 3.0591
C -1.1603 1.8999 2.4582
N -0.1837 1.5853 3.5052
O 0.6483 0.5460 3.2018
C -1.8989 0.5639 2.0762
C -0.4509 2.3974 1.1920
C 0.8754 1.8150 5.6636
H 1.2922 4.0245 3.1834
H 2.2827 2.6902 3.5734
H 1.9339 3.9665 4.8356
H -1.4614 2.9773 5.5251
H -0.3922 4.4347 5.5563
H -1.1101 4.7290 2.9891
H -2.3699 4.8425 4.1056
H -2.8910 3.1476 2.2467
H -2.8953 2.3406 3.7250
H -1.3945 0.0644 1.2490
H -1.9618 -0.0378 2.9829
H -2.9522 0.6071 1.7990
H -1.1035 2.7023 0.3739
H 0.1263 3.2764 1.4785
H 0.2299 1.6950 0.7111
H 1.1538 2.4225 6.5247
H 1.7357 1.2383 5.3238
H 0.1744 1.0607 6.0210
H 1.2835 1.0088 2.6505
*
```

=====

Molecular formula: C36H78N4O5
Method: DFT, wB97M-V/def2-TZVPD

Its HOMO-LUMO gap is 0.321 Eh.

```
! RIJCOSX wB97M-V def2-TZVPD def2/J DEFGRID3
* xyz 0 1
C -2.7347 -3.7467 -2.8082
C -2.4930 -2.8969 -4.0174
C -3.8379 -2.6093 -4.7126
C -1.7774 -1.6835 -3.4193
C -1.1436 -0.7370 -4.4724
C -0.0754 -1.6019 -5.2123
C -0.5694 -3.0101 -5.7387
C -1.2187 -2.7514 -7.1314
C 0.6409 -3.8679 -5.8840
N -1.4704 -3.6777 -4.8118
O -1.9930 -4.8941 -5.2632
H -1.7866 -4.1729 -2.4801
H -3.3450 -3.3254 -2.0094
H -3.3284 -4.6180 -3.0846
H -4.6131 -2.4040 -3.9743
H -3.8997 -1.6461 -5.2190
H -4.1872 -3.4634 -5.2929
H -2.5621 -1.2470 -2.8013
H -1.0422 -2.0197 -2.6881
H -1.8695 -0.3619 -5.1939
H -0.6920 0.1150 -3.9642
H 0.6404 -1.7258 -4.3997
H 0.3396 -1.0462 -6.0531
H -0.5371 -2.2279 -7.8018
H -2.1965 -2.2750 -7.0613
H -1.3823 -3.7161 -7.6119
H 1.2698 -3.4506 -6.6704
H 0.4005 -4.8873 -6.1858
H 1.1580 -4.0659 -4.9451
H -1.5115 -5.5547 -4.7599
C 2.7249 4.6219 5.1135
C 3.2263 3.2316 5.4461
C 4.2501 3.4942 6.5689
C 2.1114 2.3660 6.0794
C 1.3456 1.5582 5.0606
C 2.3079 0.8259 4.1549
C 3.1277 1.8194 3.3318
C 4.1559 0.9885 2.5980
C 2.1681 2.5611 2.3398
N 3.8839 2.6089 4.3202
O 4.9413 3.3433 3.8392
H 3.4944 5.2828 4.7145
H 1.9045 4.6465 4.3962
H 2.4075 5.2197 5.9680
H 5.0581 4.2148 6.4425
H 3.7583 3.5917 7.5368
H 4.7504 2.5576 6.8152
H 2.5218 1.7238 6.8586
H 1.3613 2.9351 6.6286
H 0.7494 0.7928 5.5574
H 0.5936 2.1782 4.5724
H 1.7348 0.0747 3.6114
H 3.0591 0.4152 4.8295
H 3.7625 0.2793 1.8696
H 4.6771 0.2689 3.2294
H 4.9585 1.4594 2.0304
H 2.9276 3.2634 1.9963
H 1.3774 3.1708 2.7770
H 1.8696 1.9201 1.5102
H 5.6791 2.8469 4.2009
C 4.0607 -1.4505 -0.3900
C 2.7508 -2.2767 -0.4700
C 2.1633 -2.0190 -1.8933
C 3.2858 -3.7460 -0.4027
C 2.3211 -4.8209 -0.3003
C 1.3835 -4.4903 0.9065
C 0.8230 -3.0458 0.9583
C -0.4231 -2.9622 0.1063
C 0.2856 -2.8502 2.4330
N 1.8157 -1.9933 0.6791
O 1.2877 -0.6983 0.6909
H 4.5838 -1.6458 0.5461
H 4.8283 -1.5459 -1.1581
H 3.7527 -0.4049 -0.3920
H 2.7939 -2.1148 -2.7772
H 1.2873 -2.6481 -2.0511
H 1.6855 -1.0395 -1.9119
H 4.0030 -3.7825 -1.2228
H 3.9574 -3.9374 0.4342
H 1.7241 -4.9477 -1.2034
H 2.7536 -5.7821 -0.0227
H 1.9430 -4.7854 1.7942
H 0.6494 -5.2961 0.9090
H -0.7204 -1.9135 0.1070
H -1.2959 -3.5292 0.4300
H -0.3447 -3.2393 -0.9450
H -0.3494 -3.7272 2.5591
H -0.1878 -1.8775 2.5665
H 1.0924 -2.9279 3.1618
H 1.9289 -0.2864 1.2748
C -1.4044 3.9428 0.8363
C -2.3725 2.8209 1.2125
C -1.7385 1.7385 2.0957
C -3.4670 3.4519 2.1479
C -4.4440 4.2971 1.4249
C -5.0883 3.5903 0.2518
C -4.0668 3.0025 -0.7127
C -4.8624 1.9303 -1.5074
C -3.5816 4.0748 -1.6352
N -2.9966 2.2329 0.0412
O -2.1650 1.3159 -0.6189
H -1.9574 4.7990 0.4502
H -1.0058 4.2579 1.8006
H -0.6416 3.7521 0.0814
H -0.8965 1.1906 1.6727
H -1.1816 2.2101 2.9054
H -2.3458 0.9557 2.5503
H -3.9206 2.8858 2.9615
H -2.8744 4.1623 2.7244
H -5.1148 4.7330 2.1652
H -4.1095 5.2108 0.9336
H -5.8072 4.2043 -0.2906
H -5.7931 2.8540 0.6382
H -4.1828 1.4872 -2.2353
H -5.7286 2.3802 -1.9926
H -5.1396 1.0344 -0.9518
H -4.2315 4.0439 -2.5096
H -2.6736 3.6933 -2.1022
H -3.5110 5.0603 -1.1750
H -2.6698 0.5055 -0.5186
O 0.5793 1.1894 -1.5672
H 0.8247 0.6760 -0.7975
H -0.3415 1.4093 -1.4253
*
```

=====

Molecular formula: C36H79ClI4NO9S
Method: DFT, wB97M-V/def2-TZVPD

Its HOMO-LUMO gap is 0.296 Eh.

```
! RIJCOSX wB97M-V def2-TZVPD def2/J DEFGRID3
* xyz 1 1
C 2.3469 1.8184 2.5295
C 1.3831 2.0777 1.3596
S 1.5546 0.6400 0.2823
C 0.6232 0.8453 -1.2253
N -0.9040 0.6216 -1.3124
C -1.4054 -0.1712 -0.1205
C -0.9238 -1.6151 -0.0145
C -0.9718 -2.1431 1.4347
C -0.1214 -1.3944 2.4483
C -0.6046 -3.6422 1.3756
C 0.8699 -3.9893 1.0313
C 1.6322 -4.8934 1.9703
C 2.4985 -4.5905 2.9383
C 3.4753 -5.6392 3.4308
C 2.5449 -3.2627 3.6519
C -1.1250 -0.1860 -2.5857
C -2.5189 -0.8287 -2.7561
C -2.4553 -2.3517 -3.0346
C -3.4178 -2.8150 -4.1300
O -4.6490 -3.3058 -3.6050
C -5.5458 -2.3429 -3.2221
C -5.8668 -2.3567 -1.7535
O -6.0290 -1.5876 -4.0090
C -0.7128 0.6230 -3.8253
C -0.7110 2.1669 -3.7682
I -0.9078 2.7760 -5.8254
C -1.5888 2.8656 -2.6890
C -3.0195 3.1603 -3.2512
I -4.3650 4.1259 -1.8626
C -3.7811 2.0228 -3.9538
C -4.8567 1.2196 -3.2122
C -1.0037 4.2724 -2.2545
I -0.9167 5.7992 -3.7715
C 0.3524 4.2834 -1.5331
C 1.6485 4.3647 -2.3458
I 0.3465 5.9750 -0.1683
C -1.7626 1.9001 -1.4316
Cl -1.8121 2.7256 0.1273
H 3.1995 1.2073 2.2294
H 2.7149 2.7660 2.9157
H 1.8408 1.2845 3.3325
H 0.3685 2.1442 1.7424
H 1.6485 3.0094 0.8671
H 0.8376 1.7979 -1.6898
H 1.0740 0.0968 -1.8728
H -2.4912 -0.1470 -0.1799
H -1.1402 0.3590 0.7856
H 0.0467 -1.7848 -0.4854
H -1.6473 -2.2405 -0.5363
H -2.0137 -2.1030 1.7658
H -0.4749 -0.3691 2.6021
H 0.9245 -1.3386 2.1612
H -0.2217 -1.8781 3.4190
H -0.9046 -4.1258 2.3081
H -1.2364 -4.0603 0.5851
H 0.8359 -4.5574 0.0982
H 1.4484 -3.0885 0.8027
H 1.4910 -5.9566 1.7791
H 3.8253 -6.2641 2.6138
H 4.3130 -5.1382 3.9162
H 3.0267 -6.2516 4.2163
H 1.5402 -2.9260 3.8910
H 3.0523 -2.4730 3.0881
H 3.0898 -3.3771 4.5887
H -0.4277 -1.0189 -2.5346
H -3.0050 -0.3908 -3.6253
H -3.1978 -0.6493 -1.9249
H -1.4490 -2.6450 -3.3402
H -2.7311 -2.9186 -2.1457
H -2.9806 -3.6557 -4.6649
H -3.6101 -2.0331 -4.8709
H -5.6000 -1.3925 -1.3205
H -5.3768 -3.1757 -1.2363
H -6.9441 -2.4767 -1.6359
H 0.3088 0.3480 -4.0956
H -1.3219 0.2841 -4.6590
H 0.3080 2.4636 -3.5519
H -2.8725 3.9514 -3.9790
H -4.3161 2.5264 -4.7639
H -3.0957 1.3666 -4.4924
H -4.6231 0.9970 -2.1690
H -5.8202 1.7203 -3.2547
H -4.9989 0.2620 -3.7164
H -1.7350 4.7217 -1.5940
H 0.4029 3.4870 -0.8088
H 2.4351 3.8082 -1.8280
H 2.0146 5.3835 -2.4439
H 1.5536 3.9554 -3.3523
H -2.7682 1.4943 -1.5243
C -1.4015 -6.8269 3.4270
O -1.4423 -5.5507 4.0622
H -0.8634 -6.6964 2.4906
H -0.8700 -7.5572 4.0402
H -2.4046 -7.2007 3.2111
H -1.9075 -5.6527 4.8980
C -3.0026 -2.2909 5.0553
O -3.1879 -2.9013 3.7864
H -3.7512 -1.5070 5.1470
H -3.1467 -3.0011 5.8740
H -2.0107 -1.8387 5.1517
H -2.5322 -3.6013 3.6900
C 3.9531 -6.8991 7.3952
O 3.5732 -7.4652 6.1502
H 3.4451 -5.9401 7.4796
H 3.6531 -7.5264 8.2390
H 5.0318 -6.7288 7.4526
H 4.0125 -8.3141 6.0434
C 1.8939 -9.3488 4.0201
O 3.3026 -9.2946 3.8516
H 1.7061 -9.7716 5.0040
H 1.4463 -8.3505 3.9819
H 1.4198 -9.9854 3.2678
H 3.4886 -8.9137 2.9902
C 3.3157 7.9351 -3.8008
O 2.0597 8.0728 -4.4702
H 3.9092 8.8096 -4.0479
H 3.1690 7.9044 -2.7197
H 3.8553 7.0411 -4.1273
H 1.5258 7.3074 -4.2436
C 2.3819 11.5171 -1.7511
O 2.2385 10.1402 -2.0963
H 2.9716 11.5629 -0.8377
H 2.9064 12.0649 -2.5366
H 1.4149 11.9900 -1.5665
H 1.7269 10.0788 -2.9100
C 6.2453 10.1082 -1.1607
O 5.3201 10.1485 -2.2352
H 7.2362 10.2613 -1.5824
H 6.0552 10.8985 -0.4282
H 6.2320 9.1423 -0.6465
H 4.4350 10.0138 -1.8785
*
```

=====

| no. | HOMO energy (eV) |
| --- | --- |
| 1 | -9.618 |
| 2 | -8.161 |
| 3 | -10.353 |